Record 1
Density functional theory data (wB97M-V/def2-TZVPD) for a structure of composition C10H10O2S.

XYZ file:
```
23
Properties=species:S:1:pos:R:3
C -3.064 1.469 -0.588
C -2.806 0.516 0.403
C -1.971 2.051 -1.286
C -1.509 0.027 0.618
C -0.772 1.446 -1.199
C -0.550 0.376 -0.283
C 0.851 -0.102 -0.097
C 1.345 -1.088 0.682
C 2.028 0.387 -1.004
C 0.693 -2.067 1.543
O 3.569 -1.978 -0.660
O 3.933 -0.413 1.056
S 3.028 -0.844 0.056
H -3.994 1.852 -0.576
H -3.518 0.071 1.080
H -2.068 2.883 -1.872
H -1.379 -0.518 1.458
H 0.121 1.652 -1.692
H 2.194 -0.020 -1.971
H 2.370 1.436 -0.979
H 0.185 -1.678 2.553
H 1.437 -2.891 1.637
H -0.123 -2.566 1.120
```

Properties
DFT total energy	-935.61297	Ha
E_LUMO	-0.03	eV
E_HOMO	-0.336	Eh

=====

Record 2
Density functional theory data (wB97M-V/def2-TZVPD) for an isolated molecule of C3H6ClN3O2S2.

XYZ file:
```
17
Properties=species:S:1:pos:R:3
C -0.615 1.580 -0.947
C 0.449 1.131 -0.353
C -0.119 -2.177 1.044
N -0.438 -0.743 -2.153
N 0.193 -1.190 -1.095
N -0.624 -1.512 -0.125
O 2.629 1.959 0.737
O 0.890 1.085 2.209
S -1.595 0.540 -2.022
S 1.218 1.814 1.021
Cl 0.350 3.700 1.291
H -0.988 2.670 -0.820
H 0.527 -1.374 1.571
H -0.826 -2.345 1.794
H 0.502 -3.134 0.916
H 0.071 -0.616 -3.016
H -1.623 -1.389 -0.051
```

Properties
DFT total energy	-1689.01510	Ha
E_LUMO (spin up / spin down)	-1.25 / -1.25	eV
E_HOMO (spin up / spin down)	-0.314 / -0.314	Eh

=====

Record 3
Density functional theory data (wB97M-V/def2-TZVPD) for a cluster of 3 separate species, C40H34ClN2O10P in total.

XYZ file:
```
88
Properties=species:S:1:pos:R:3
C -0.509 6.856 3.753
C 0.020 7.278 2.608
C -0.203 6.757 1.177
C -0.228 8.070 0.348
N 0.991 5.928 0.899
C 0.745 4.562 1.026
O 1.533 3.677 0.868
C -0.762 4.487 1.379
P -1.615 2.878 1.274
N -0.709 1.849 2.004
O -1.871 2.398 -0.224
O -3.022 2.972 2.068
C -1.387 5.817 0.893
C -2.654 6.275 1.636
C -3.987 5.777 1.091
O -4.580 6.699 0.149
C -5.403 7.560 0.831
O -5.124 8.716 0.937
C -1.759 5.682 -0.612
C -0.600 5.648 -1.593
O -0.133 6.601 -2.143
Cl 0.110 4.038 -2.037
H -0.741 5.836 4.016
H -0.669 7.588 4.530
H 0.741 8.079 2.678
H -0.197 8.945 0.979
H -1.041 8.108 -0.361
H 0.697 8.077 -0.221
H 1.816 6.178 1.425
H -0.735 4.599 2.464
H -1.220 1.479 2.796
H -1.058 1.996 -0.550
H -3.767 2.767 1.489
H -2.712 7.357 1.671
H -2.581 5.895 2.647
H -3.969 4.798 0.636
H -4.665 5.693 1.942
H -6.330 7.151 1.248
H -2.359 4.805 -0.806
H -2.339 6.549 -0.904
O 0.052 -2.048 3.201
C 0.964 -2.634 2.656
C 1.845 -1.939 1.676
C 1.631 -0.594 1.399
C 2.467 0.072 0.518
C 3.520 -0.603 -0.092
C 3.727 -1.948 0.168
C 2.890 -2.622 1.047
C 3.119 -4.071 1.300
O 3.993 -4.674 0.713
C 2.251 -4.761 2.293
C 2.468 -6.105 2.566
C 1.690 -6.752 3.509
C 0.690 -6.059 4.184
C 0.460 -4.723 3.905
C 1.234 -4.069 2.956
H 0.817 -0.059 1.872
H 2.298 1.122 0.310
H 4.178 -0.079 -0.773
H 4.542 -2.474 -0.311
H 3.248 -6.639 2.043
H 1.863 -7.798 3.724
H 0.088 -6.565 4.927
H -0.320 -4.184 4.426
O 1.369 -6.767 -1.312
C 0.993 -6.462 -2.425
C 0.416 -7.485 -3.342
C 0.291 -8.797 -2.904
C -0.276 -9.750 -3.731
C -0.724 -9.397 -5.000
C -0.588 -8.095 -5.447
C -0.013 -7.135 -4.624
C 0.142 -5.741 -5.127
O -0.183 -5.451 -6.259
C 0.699 -4.715 -4.204
C 0.819 -3.401 -4.639
C 1.305 -2.431 -3.780
C 1.676 -2.767 -2.482
C 1.571 -4.077 -2.049
C 1.087 -5.056 -2.906
H 0.636 -9.067 -1.916
H -0.376 -10.771 -3.387
H -1.179 -10.142 -5.640
H -0.931 -7.819 -6.435
H 0.527 -3.141 -5.647
H 1.394 -1.407 -4.120
H 2.047 -2.006 -1.810
H 1.862 -4.342 -1.043
```

Properties
DFT total energy	-3208.16659	Ha
E_LUMO	-0.76	eV
E_HOMO	-0.330	Eh

=====

Record 4
Density functional theory data (wB97M-V/def2-TZVPD) for an isolated molecule of C6H9F.

XYZ file:
```
16
Properties=species:S:1:pos:R:3
C -0.604 0.615 2.048
C -0.865 -0.171 1.016
C -0.124 -0.138 -0.294
C -0.749 0.520 -1.496
C 1.367 0.085 -0.189
C 0.832 -1.274 -0.468
F 1.226 -1.815 -1.710
H -1.021 0.685 3.041
H 0.201 1.266 1.941
H -1.610 -1.025 1.047
H -1.815 0.194 -1.691
H -0.170 0.670 -2.438
H -0.985 1.563 -0.998
H 1.580 0.355 0.841
H 1.914 0.653 -0.933
H 0.823 -2.182 0.282
```

Properties
DFT total energy	-333.78917	Ha
E_LUMO	1.04	eV
E_HOMO	-0.363	Eh

=====

Record 5
Density functional theory data (wB97M-V/def2-TZVPD) for a structure of composition C2H2LiO3.

XYZ file:
```
8
Properties=species:S:1:pos:R:3
O -1.747 0.667 0.342
C -0.545 0.701 0.460
Li -2.806 -0.933 0.141
H 0.028 1.514 0.927
O 0.027 -0.668 0.486
C 0.691 -0.640 -0.669
O 1.863 -0.116 -0.536
H 2.489 -0.525 -1.152
```

Properties
DFT total energy	-310.33113	Ha
E_LUMO	-5.24	eV
E_HOMO	-0.485	Eh
net charge	+1

=====

Record 6
Density functional theory data (wB97M-V/def2-TZVPD) for an isolated molecule of C22H28N6O4.

XYZ file:
```
60
Properties=species:S:1:pos:R:3
C 3.641 3.138 -2.141
C 3.742 3.993 -0.886
O 2.605 3.825 -0.044
C 2.635 2.747 0.776
O 3.562 1.972 0.836
N 1.536 2.676 1.564
C 0.329 3.438 1.342
C -0.721 2.557 0.661
N -0.969 1.388 1.491
C -2.088 0.579 1.044
C -1.856 -0.152 -0.243
N -1.479 0.457 -1.358
C -1.369 -0.516 -2.283
C -1.685 -1.748 -1.728
C -1.667 -2.951 -2.501
O -1.913 -4.086 -2.142
N -1.305 -2.668 -3.815
C -0.975 -1.462 -4.412
O -0.679 -1.400 -5.583
N -1.009 -0.360 -3.587
C -0.676 0.950 -4.100
N -1.987 -1.489 -0.408
C -2.408 -2.500 0.541
C -1.505 -2.614 1.745
C -2.039 -2.391 3.009
C -1.253 -2.479 4.144
C 0.088 -2.793 4.020
C 0.623 -3.033 2.767
C -0.156 -2.955 1.618
C 0.468 -3.232 0.285
C 0.248 0.615 1.670
C 1.305 1.485 2.349
H 2.724 3.366 -2.680
H 4.491 3.335 -2.788
H 3.643 2.085 -1.868
H 4.645 3.731 -0.324
H 3.754 5.057 -1.134
H -0.047 3.764 2.317
H 0.556 4.308 0.728
H -0.372 2.276 -0.343
H -1.655 3.113 0.561
H -2.313 -0.137 1.835
H -2.946 1.247 0.917
H -1.270 -3.464 -4.442
H 0.241 1.310 -3.631
H -1.485 1.644 -3.877
H -0.533 0.860 -5.175
H -2.425 -3.447 -0.008
H -3.429 -2.274 0.869
H -3.089 -2.153 3.108
H -1.687 -2.302 5.116
H 0.715 -2.859 4.896
H 1.668 -3.290 2.675
H 1.434 -3.713 0.414
H -0.164 -3.880 -0.318
H 0.627 -2.304 -0.265
H 0.651 0.257 0.707
H 0.026 -0.249 2.300
H 0.952 1.785 3.340
H 2.247 0.943 2.439
```

Properties
DFT total energy	-1484.74825	Ha
E_LUMO	0.60	eV
E_HOMO	-0.311	Eh

=====

Record 7
Density functional theory data (wB97M-V/def2-TZVPD) for an isolated molecule of C2HFN2OS.

XYZ file:
```
8
Properties=species:S:1:pos:R:3
F -0.203 2.223 -0.013
C 0.088 0.978 -0.166
N 1.227 0.421 -0.159
N 1.157 -0.944 -0.166
O -0.333 -1.242 -0.065
C -0.968 -0.120 -0.094
S -2.566 -0.004 -0.089
H 1.598 -1.313 0.752
```

Properties
DFT total energy	-759.51205	Ha
E_LUMO	-0.47	eV
E_HOMO	-0.338	Eh

=====

Record 8
Density functional theory data (wB97M-V/def2-TZVPD) for a cluster of 2 separate species, C3H11NO in total.

XYZ file:
```
16
Properties=species:S:1:pos:R:3
C -1.309 -1.364 -1.516
C -1.942 0.039 -1.632
C -1.024 1.169 -1.156
N 0.137 0.813 -0.303
H -1.937 -2.175 -1.887
H -1.020 -1.507 -0.481
H -0.454 -1.459 -2.191
H -2.222 0.176 -2.676
H -2.922 0.071 -1.146
H -1.609 1.934 -0.642
H -0.597 1.637 -2.036
H 0.201 1.506 0.428
H 0.143 -0.159 -0.024
O 3.446 -0.375 3.836
H 3.294 -1.283 3.558
H 4.277 -0.557 4.260
```

Properties
DFT total energy	-250.86209	Ha
E_LUMO	0.93	eV
E_HOMO	-0.322	Eh

=====

Record 9
Density functional theory data (wB97M-V/def2-TZVPD) for a structure of composition C21H30BiF6N5O3PS3.

XYZ file:
```
70
Properties=species:S:1:pos:R:3
Bi -0.457 0.703 -0.934
C 3.781 1.628 3.957
C 2.444 1.599 3.245
O 2.684 1.557 1.829
P 2.025 0.419 0.961
S 2.586 0.420 -0.927
S -0.002 0.162 1.449
O 2.470 -0.958 1.687
C 3.794 -1.473 1.547
C 3.971 -2.524 2.625
H 3.617 1.692 5.028
H 4.352 2.487 3.616
H 4.341 0.724 3.736
H 1.866 2.503 3.447
H 1.856 0.724 3.540
H 4.528 -0.666 1.646
H 3.904 -1.904 0.546
H 3.847 -2.066 3.603
H 4.957 -2.976 2.561
H 3.205 -3.289 2.515
S -4.795 0.510 0.900
C -3.172 0.022 0.575
N -2.643 0.522 -0.554
C -3.569 1.248 -1.263
C -3.385 1.874 -2.492
C -4.426 2.599 -3.043
C -5.650 2.703 -2.397
C -5.869 2.051 -1.195
C -4.823 1.342 -0.635
H -2.558 -0.417 1.334
H -2.433 1.791 -2.996
H -4.272 3.103 -3.984
H -6.440 3.299 -2.826
H -6.825 2.104 -0.697
C 0.223 4.002 -1.648
C 0.546 3.792 -0.161
O 0.672 2.487 0.193
C 1.869 4.538 0.153
F 2.280 4.394 1.411
F 2.855 4.122 -0.644
F 1.757 5.863 -0.056
C -0.588 4.431 0.681
F -0.333 4.465 1.989
F -0.876 5.687 0.307
F -1.723 3.725 0.529
H 0.910 3.393 -2.231
H 0.339 5.047 -1.924
H -0.805 3.694 -1.832
C 0.859 -2.589 -1.595
N 0.999 -4.029 -1.721
C 0.951 -4.612 -0.384
N -0.302 -4.298 0.294
C -0.416 -2.853 0.388
N -0.398 -2.211 -0.935
C -1.505 -2.764 -1.720
N -1.406 -4.209 -1.852
C -0.134 -4.528 -2.491
C -1.405 -4.797 -0.516
H 0.885 -2.139 -2.590
H 1.697 -2.196 -1.016
H 1.784 -4.213 0.200
H 1.057 -5.696 -0.464
H 0.416 -2.473 0.983
H -1.352 -2.602 0.894
H -1.494 -2.314 -2.718
H -2.447 -2.516 -1.222
H -0.114 -4.068 -3.482
H -0.050 -5.611 -2.597
H -1.316 -5.882 -0.605
H -2.346 -4.551 -0.019
```

Properties
DFT total energy	-3667.51245	Ha
E_LUMO (spin up / spin down)	-0.55 / -0.10	eV
spin multiplicity	2
<S²>	0.765
E_HOMO (spin up / spin down)	-0.196 / -0.316	Eh

=====

Record 10
Density functional theory data (wB97M-V/def2-TZVPD) for a structure of composition C3H3EuFO.

XYZ file:
```
9
Properties=species:S:1:pos:R:3
H 1.443 0.358 -2.342
H 0.434 1.727 -3.152
O 2.801 1.518 1.947
C 0.486 0.857 -2.496
C -0.558 0.603 -1.737
C 2.188 0.677 1.541
H -1.598 0.824 -2.009
F -0.546 -0.557 -0.918
Eu 0.907 -1.587 0.671
```

Properties
DFT total energy	-1000.84638	Ha
E_LUMO (spin up / spin down)	-9.68 / -9.44	eV
spin multiplicity	8
<S²>	15.759
E_HOMO (spin up / spin down)	-0.677 / -0.677	Eh
net charge	+2

=====

Record 11
Density functional theory data (wB97M-V/def2-TZVPD) for the ion C19H36NO4 with charge +1.

XYZ file:
```
60
Properties=species:S:1:pos:R:3
C -6.735 -1.697 0.856
C -5.701 -1.819 -0.256
C -4.369 -2.352 0.268
C -3.334 -2.489 -0.847
C -1.989 -2.989 -0.330
O -1.419 -2.075 0.626
C -0.760 -1.042 0.170
O -0.552 -0.774 -0.989
C -0.235 -0.170 1.312
C 0.630 0.977 0.799
C 1.523 0.534 -0.401
O 1.631 1.291 -1.338
O 2.128 -0.592 -0.194
C 2.997 -1.091 -1.235
C 4.365 -0.419 -1.196
C 5.115 -0.642 0.118
C 5.598 -2.079 0.306
C 6.439 -2.221 1.569
N -0.060 2.200 0.303
C 0.082 3.376 1.191
C -0.322 4.644 0.450
C -1.759 4.535 -0.048
C -1.900 3.285 -0.909
C -1.469 2.048 -0.131
H -6.389 -1.018 1.632
H -6.923 -2.667 1.310
H -7.674 -1.317 0.462
H -6.077 -2.493 -1.028
H -5.546 -0.842 -0.719
H -4.530 -3.329 0.729
H -3.989 -1.681 1.042
H -3.688 -3.199 -1.594
H -3.190 -1.527 -1.345
H -2.102 -3.925 0.219
H -1.284 -3.116 -1.156
H -1.069 0.180 1.921
H 0.377 -0.813 1.947
H 1.312 1.279 1.601
H 3.070 -2.160 -1.040
H 2.511 -0.917 -2.199
H 4.950 -0.817 -2.025
H 4.232 0.652 -1.368
H 5.982 0.021 0.133
H 4.473 -0.364 0.959
H 6.196 -2.372 -0.560
H 4.746 -2.758 0.368
H 6.775 -3.248 1.688
H 7.314 -1.579 1.520
H 5.860 -1.946 2.449
H 0.484 2.381 -0.589
H 1.122 3.453 1.516
H -0.552 3.225 2.068
H -0.215 5.494 1.123
H 0.352 4.802 -0.394
H -2.019 5.419 -0.628
H -2.443 4.482 0.801
H -2.935 3.156 -1.224
H -1.290 3.381 -1.810
H -1.539 1.170 -0.772
H -2.102 1.918 0.749
```

Properties
DFT total energy	-1101.11203	Ha
E_LUMO	-2.22	eV
E_HOMO	-0.496	Eh
net charge	+1

=====

Record 12
Density functional theory data (wB97M-V/def2-TZVPD) for a cluster of 7 separate species, C16H31Cl12N in total.

XYZ file:
```
60
Properties=species:S:1:pos:R:3
C 0.241 1.685 -0.311
C 0.210 0.187 -0.884
C -1.163 -0.490 -0.825
C -2.280 0.458 -1.148
N -3.203 1.217 -1.325
H -0.035 1.628 0.742
H -0.395 2.393 -0.841
H 1.229 2.142 -0.348
H 0.954 -0.472 -0.438
H 0.560 0.298 -1.910
H -1.310 -0.849 0.193
H -1.120 -1.369 -1.468
Cl 7.204 -0.520 3.565
C 6.203 1.015 3.700
C 7.059 2.202 4.009
Cl 6.009 3.673 4.070
H 5.503 1.012 4.536
H 5.640 1.115 2.772
H 7.763 2.445 3.214
H 7.616 2.104 4.941
Cl -4.692 -2.192 5.682
C -6.426 -2.107 5.241
C -7.218 -2.949 6.215
Cl -6.763 -4.727 6.279
H -6.610 -2.522 4.250
H -6.709 -1.057 5.168
H -8.286 -2.942 6.000
H -7.132 -2.641 7.257
Cl 4.925 7.146 -4.254
C 5.286 8.859 -4.646
C 4.411 9.371 -5.783
Cl 4.538 11.152 -6.005
H 6.354 8.938 -4.847
H 5.064 9.416 -3.736
H 3.336 9.290 -5.621
H 4.478 8.754 -6.679
Cl -4.434 8.990 -3.869
C -4.423 7.939 -5.385
C -3.039 7.984 -5.975
Cl -1.775 7.095 -5.137
H -5.105 8.423 -6.085
H -4.912 6.982 -5.204
H -2.721 9.024 -6.052
H -3.090 7.720 -7.031
Cl -3.058 -7.796 2.713
C -3.529 -9.416 3.281
C -2.717 -9.782 4.611
Cl -0.977 -10.014 4.133
H -3.473 -10.101 2.435
H -4.600 -9.449 3.482
H -3.084 -10.654 5.154
H -2.725 -9.000 5.370
Cl 2.648 -5.724 -2.903
C 2.549 -6.739 -1.457
C 2.898 -8.249 -1.694
Cl 4.666 -8.528 -1.789
H 1.538 -6.617 -1.067
H 3.229 -6.344 -0.703
H 2.413 -8.480 -2.642
H 2.477 -8.929 -0.953
```

Properties
DFT total energy	-6205.24475	Ha
E_LUMO	0.28	eV
E_HOMO	-0.394	Eh

=====

Record-wise max |F| values, in eV/Å: 3.85, 4.44, 3.62, 3.87, 4.44, 1.42, 3.47, 1.26, 1.15, 2.59, 1.07, 6.37